(1)
An isolated molecule of C5H7N at a distorted geometry, computed with ωB97M-V with the def2-TZVPD basis set.

Cartesian coordinates (Å):
1 N 3.001 -0.181 1.393
2 C 2.204 -0.050 0.564
3 C 1.180 0.115 -0.474
4 C -0.159 0.520 0.058
5 C -1.124 -0.532 0.629
6 C -1.407 0.196 -0.653
7 H 1.069 -0.839 -1.004
8 H 1.539 0.846 -1.206
9 H -0.218 1.263 0.869
10 H -1.769 -0.304 1.482
11 H -0.805 -1.565 0.582
12 H -1.291 -0.378 -1.567
13 H -2.221 0.909 -0.674

Values from the calculation:
SMILES string = N#CCC1CC1
E_LUMO = 0.034 Eh
HOMO level = -10.43 eV
Orbital gap = 11.366 eV
Relative energy (zero: lowest compared OMol25 entry of this formula, charge and spin) = 1.342 eV

(2)
An isolated molecule of C5H7N at a distorted geometry, computed with ωB97M-V with the def2-TZVPD basis set.

Cartesian coordinates (Å):
1 C 1.096 0.015 -0.731
2 C 0.503 1.201 -0.608
3 C -0.647 1.135 0.366
4 N -1.739 0.249 -0.047
5 C -0.748 -0.431 0.719
6 C 0.498 -1.050 0.153
7 H 1.957 -0.193 -1.356
8 H 0.818 2.091 -1.164
9 H -0.471 1.093 1.429
10 H -1.579 -0.004 -1.018
11 H -1.150 -0.823 1.665
12 H 1.203 -1.306 0.961
13 H 0.259 -1.975 -0.370

Values from the calculation:
SMILES string = C1=C[C@H]2N[C@H]2C1
E_LUMO = 0.041 Eh
HOMO level = -8.34 eV
Orbital gap = 9.462 eV
Relative energy (zero: lowest compared OMol25 entry of this formula, charge and spin) = 3.464 eV